(1)
2 unconnected molecules or ions with the total composition C4H8N2OSi. Source: the Open Molecules 2025 dataset; level of theory: ωB97M-V/def2-TZVPD.

Summary:
Energy above the lowest of the compared OMol25 structures with the same formula, charge and spin ... 2.228 eV
LUMO ... 0.748 eV
Total energy ... -631.352304 hartree
E_HOMO ... -8.79 eV
HOMO-LUMO gap ... 9.5 eV

Atoms and positions in Å:
C: 1.489602 -0.266731 -0.938356
C: 0.919421 -1.430560 -0.836321
C: -0.017838 -0.217501 0.812613
C: -3.091620 -0.365571 -0.358904
N: 0.828900 0.550385 0.049600
N: -0.020287 -1.442909 0.219312
O: -3.398475 -0.228506 0.790896
Si: 1.399540 1.933477 0.958030
H: 2.184968 0.205093 -1.571683
H: 1.032423 -2.347468 -1.488894
H: -3.867322 -0.167629 -1.143303
H: -2.164751 -0.851084 -0.677329
H: -0.186166 -2.343701 0.584878
H: 0.354596 3.145806 1.124237
H: 2.623527 2.486515 0.177153
H: 1.913483 1.340384 2.298070

Atoms 1-3, force components in eV/Å:
-0.796 2.709 1.132
-0.589 -4.016 -1.366
-0.417 0.103 0.687

These are the Löwdin partial charges, in e, on atoms 1 to 6:
1. C -0.120
2. C -0.143
3. C -0.174
4. C -0.162
5. N -0.277
6. N 0.007

---

(2)
C4H8N2O2S2 in the gas phase. Source: the Open Molecules 2025 dataset; level of theory: ωB97M-V/def2-TZVPD.

Summary:
Energy above the lowest of the compared OMol25 structures with the same formula, charge and spin ... 3.919 eV
LUMO ... 0.295 eV
Total energy ... -1213.479966 hartree
E_HOMO ... -9.37 eV
SMILES ... [H]/N=C1/CNS[C@@H]1S(C)(=O)=O
HOMO-LUMO gap ... 9.7 eV

Atoms and positions in Å:
C: 0.712629 -0.956684 -0.962676
C: 2.244152 -0.879814 -0.555263
C: 0.110998 0.345365 -0.808892
C: -1.857508 1.596033 1.196029
N: 0.148631 -2.007197 -1.305901
N: 2.285038 -0.009893 0.582673
O: -0.912764 -0.859717 1.293970
O: -2.450345 -0.289766 -0.520454
S: 1.315373 1.348041 0.153668
S: -1.351101 0.087050 0.315463
H: 2.459430 -1.894790 -0.352990
H: 2.667478 -0.454288 -1.389399
H: -0.619702 0.888679 -1.784447
H: -0.969772 1.960893 1.644588
H: -2.290968 2.306614 0.546244
H: -2.447556 1.258892 2.134425
H: -0.823329 -1.977151 -1.540472
H: 1.779316 -0.462267 1.353433

Atoms 1-3, force components in eV/Å:
1.706 -0.595 -0.578
-3.873 -0.854 0.679
-4.299 4.291 -0.610

These are the Löwdin partial charges, in e, on atoms 1 to 6:
1. C -0.478
2. C -0.209
3. C -0.553
4. C -0.138
5. N 0.194
6. N -0.337

---

(3)
A molecular structure, C14H29FeP2. Source: the Open Molecules 2025 dataset; level of theory: ωB97M-V/def2-TZVPD.

Summary:
LUMO (alpha / beta) ... 2.794 / 2.727 eV
Total energy ... -2497.013416 hartree
Spin multiplicity ... 5
E_HOMO (alpha / beta) ... 0.05 / -3.21 eV
Total charge ... -1
HOMO-LUMO gap (alpha / beta) ... 2.7 / 5.9 eV

Atoms and positions in Å:
C: -0.114643 -0.170169 -1.710714
C: -1.070028 -1.086686 -2.248641
C: -0.736513 -2.392360 -1.748897
C: 0.424274 -2.295346 -0.951782
C: 0.742604 -0.892322 -0.819955
Fe: 0.724250 1.400466 1.163257
P: -0.135586 3.162754 0.113147
H: -0.049734 0.928237 -1.790457
H: -1.994542 -0.749422 -2.794669
H: -1.267418 -3.298783 -2.012507
H: 1.687121 -0.471630 -0.425827
H: 0.953307 -3.068178 -0.394056
H: -1.212689 3.815474 0.779822
H: -0.794844 3.074900 -1.217064
H: 0.620557 4.352068 -0.236882
C: 1.411188 -2.307397 2.627193
C: -0.037259 -1.915485 2.895018
C: -0.505780 -2.547947 4.231718
P: -0.424999 -0.156962 2.456111
C: -2.225324 -0.098625 2.818338
C: -2.547854 0.212995 4.265650
C: -3.009796 0.777222 1.823909
C: 0.670313 1.097487 3.345267
C: 0.791307 0.847247 4.878093
C: 2.058340 1.071379 2.641036
H: 2.089153 -1.858632 3.358184
H: 1.704912 -2.023245 1.608921
H: 1.501612 -3.403487 2.708924
H: -0.687472 -2.399095 2.110821
H: -0.004640 -2.105668 5.100639
H: -1.597215 -2.536664 4.367097
H: -0.215782 -3.615077 4.210582
H: -2.523800 -1.164031 2.615678
H: -2.328808 1.274818 4.504691
H: -3.631364 0.060971 4.431884
H: -2.021316 -0.408328 4.984518
H: -2.954922 0.380302 0.807717
H: -4.061775 0.799164 2.138772
H: -2.637022 1.824119 1.834150
H: 0.222836 2.114489 3.267504
H: 1.189398 -0.143773 5.103120
H: 1.443630 1.597417 5.332556
H: -0.190523 0.949454 5.350698
H: 2.277173 1.133408 1.511462
H: 2.653862 1.932568 2.945441
H: 2.603710 0.163972 2.886535

Atoms 1-3, force components in eV/Å:
-0.103 -0.324 0.971
-0.077 0.614 0.501
0.094 0.809 -0.416

These are the Löwdin partial charges, in e, on atoms 1 to 6:
1. C -0.240
2. C -0.206
3. C -0.216
4. C -0.217
5. C -0.273
6. Fe -0.158

---

(4)
2 unconnected molecules or ions with the total composition C21H19ClN2O2S. Source: the Open Molecules 2025 dataset; level of theory: ωB97M-V/def2-TZVPD.

Summary:
Energy above the lowest of the compared OMol25 structures with the same formula, charge and spin ... 19.450 eV
LUMO ... -1.695 eV
Total energy ... -1929.306923 hartree
E_HOMO ... -7.87 eV
SMILES ... CC[C@@H](Cl)c1cccc2c1Sc1ccccc1N2N.O=C1C=CC(=O)C=C1
HOMO-LUMO gap ... 6.2 eV

Atoms and positions in Å:
C: 1.501955 -0.749042 -0.910054
C: 2.003921 0.606764 -0.137970
C: 1.267073 1.992661 -0.609836
Cl: 0.416824 1.896450 -2.265395
C: 0.301200 2.608235 0.595556
C: 0.846157 3.936966 1.436438
C: 0.019166 4.622726 2.680054
C: -1.437838 3.951970 3.064899
C: -2.053361 2.617470 2.266226
C: -1.143753 1.986449 1.058208
S: -1.822117 0.468759 0.176194
C: -3.686816 0.606820 0.403126
C: -4.760275 -0.072583 -0.633047
C: -6.414002 0.033495 -0.423124
C: -6.963319 0.892100 0.861339
C: -5.868513 1.566693 1.885947
C: -4.219583 1.451003 1.701757
N: -3.378948 2.102636 2.773714
N: -3.260031 1.294976 3.893094
H: 0.379524 -0.751143 -1.240459
H: 1.608302 -1.637774 -0.119878
H: 2.237879 -1.046427 -1.797691
H: 1.844264 0.531471 1.041934
H: 3.182190 0.672007 -0.316189
H: 2.136584 2.799892 -0.743349
H: 1.897217 4.350502 1.096893
H: 0.514039 5.536528 3.221949
H: -2.070244 4.406648 3.969847
H: -4.373235 -0.698608 -1.544062
H: -7.175369 -0.482932 -1.162139
H: -8.137793 0.999058 1.023347
H: -6.284814 2.152288 2.820974
H: -2.907542 0.352985 3.553509
H: -2.545230 1.750119 4.501266
C: 3.533378 -4.744365 -2.601851
C: 4.194886 -4.886962 -3.754413
C: 5.572517 -4.381318 -3.914620
O: 6.178008 -4.509626 -4.969811
C: 6.191037 -3.713829 -2.751995
C: 5.529529 -3.571232 -1.599433
C: 4.151897 -4.076876 -1.439226
O: 3.546406 -3.948568 -0.384035
H: 2.522198 -5.108787 -2.467830
H: 3.755282 -5.374854 -4.616113
H: 7.202216 -3.349407 -2.886016
H: 5.969133 -3.083340 -0.737733

Atoms 1-3, force components in eV/Å:
0.504 -1.193 0.997
0.209 -0.463 0.073
1.040 1.288 1.764

These are the Löwdin partial charges, in e, on atoms 1 to 6:
1. C -0.177
2. C -0.255
3. C -0.621
4. Cl 0.512
5. C -0.157
6. C -0.022

---

(5)
C4H3N3O in the gas phase. Source: the Open Molecules 2025 dataset; level of theory: ωB97M-V/def2-TZVPD.

Summary:
Energy above the lowest of the compared OMol25 structures with the same formula, charge and spin ... 2.410 eV
LUMO ... -1.485 eV
Total energy ... -393.630834 hartree
E_HOMO ... -10.26 eV
SMILES ... O=Cc1cnnnc1
HOMO-LUMO gap ... 8.8 eV

Atoms and positions in Å:
C: 0.421024 -1.791737 0.792553
C: 0.109258 -0.473606 0.227667
C: -0.945613 0.224391 0.757708
C: 0.763230 0.250695 -0.779653
H: -0.113463 -2.149404 1.754148
H: -1.644196 -0.301370 1.408721
H: 1.691818 -0.137937 -1.297175
N: -1.360332 1.416520 0.387207
N: -0.562070 2.059182 -0.535990
N: 0.341628 1.421820 -1.181719
O: 1.130484 -2.619051 0.182272

Atoms 1-3, force components in eV/Å:
1.395 -3.544 -1.280
0.932 1.413 -0.177
-2.065 -0.729 0.124

These are the Löwdin partial charges, in e, on atoms 1 to 6:
1. C -0.182
2. C -0.167
3. C -0.126
4. C -0.061
5. H 0.150
6. H 0.120

---

(6)
C15H10F3NO3S in the gas phase. Source: the Open Molecules 2025 dataset; level of theory: ωB97M-V/def2-TZVPD.

Summary:
Energy above the lowest of the compared OMol25 structures with the same formula, charge and spin ... 0.000 eV
LUMO ... -0.341 eV
Total energy ... -1555.782378 hartree
E_HOMO ... -8.58 eV
SMILES ... CCOC(=O)C1=C(c2ccccc2)O/C(=C(/C#N)C(F)(F)F)S1
HOMO-LUMO gap ... 8.2 eV

Atoms and positions in Å:
N: -1.516975 1.272943 -5.371856
O: 1.021041 1.534182 1.478811
F: -2.571995 -1.926010 -4.792291
F: -2.471329 -2.523172 -2.669506
F: -4.222097 -1.224098 -3.266693
C: -1.715565 0.528982 -4.494905
O: -1.653201 -0.495176 -0.999310
O: 2.177499 2.181828 -0.371617
S: -0.228301 1.403515 -2.179696
C: 1.170174 1.591441 0.277181
C: 0.064909 1.019533 -0.543789
C: -0.800148 0.061037 -0.062426
C: -1.439462 0.061642 -2.171911
C: -2.035504 -0.315321 -3.357880
C: -0.990779 -1.609172 3.864993
C: -2.225415 -1.133766 3.256347
C: 0.191594 -1.582396 3.122976
C: -2.204117 -0.578150 1.991011
C: 0.154243 -1.005021 1.883257
C: -0.961384 -0.452269 1.319044
C: -2.837580 -1.529497 -3.455590
C: 4.221315 0.954771 -0.074429
C: 3.435262 2.235338 0.362087
H: -1.039449 -1.947381 4.855902
H: -3.109412 -0.961902 3.726138
H: 1.122892 -1.849689 3.562626
H: -3.124812 -0.084863 1.574930
H: 1.036511 -1.030714 1.244848
H: 4.783856 0.735493 0.878203
H: 4.831669 1.231920 -0.850760
H: 3.647476 0.060673 -0.293987
H: 3.204237 2.252046 1.473074
H: 4.084849 3.123255 0.085218

Atoms 1-3, force components in eV/Å:
-0.139 -1.250 1.496
1.167 0.349 -0.364
-1.588 -0.268 1.811

These are the Löwdin partial charges, in e, on atoms 1 to 6:
1. N 0.173
2. O 0.113
3. F 0.074
4. F 0.187
5. F 0.079
6. C -0.220